(1)
Computed, not measured: C21H48NO2P2Pr as an isolated structure in a non-equilibrium geometry, with ωB97M-V/def2-TZVPD.

The geometry in XYZ format:
```
75
Properties=species:S:1:pos:R:3:forces:R:3:mulliken_charge:R:1
Pr 0.65141 -0.57856 0.55033 -2.0 1.9 -4.2 0.41
P -0.57325 -1.82045 -1.84124 2.1 0.9 0.8 0.98
P -0.46014 3.00775 -0.07457 -1.2 -0.7 -1.9 0.70
N 1.70457 0.55593 -1.51639 -2.9 -0.4 1.5 -0.09
C 1.02298 -1.50295 -2.85222 -0.2 -0.4 1.6 -1.39
H 1.81979 -2.08717 -2.35315 -0.3 -0.2 -0.4 0.31
H 0.81549 -1.90802 -3.83198 0.5 0.1 -0.4 0.67
C 1.50894 -0.04495 -2.84134 0.5 -0.6 -0.5 -0.79
H 2.51437 -0.02710 -3.30896 -0.4 -0.2 -0.3 0.42
H 0.83783 0.48365 -3.54848 0.1 0.4 0.7 0.38
C 1.79194 2.00845 -1.73214 -0.1 -0.5 -0.5 -1.16
H 1.31598 2.37054 -2.66380 0.1 -0.6 0.1 0.47
H 2.85069 2.14517 -1.85842 0.6 1.0 -0.1 0.53
C 1.29908 2.95563 -0.65745 0.2 0.7 1.3 -0.99
H 1.47637 4.01224 -0.95676 0.1 -0.6 0.0 0.56
H 1.91412 2.82801 0.25312 -0.2 0.1 -0.1 0.58
C -0.35386 3.05072 1.76071 -0.1 -0.4 -0.2 0.35
C 0.17302 1.73847 2.35863 -0.2 -0.2 0.5 -1.34
H 1.15583 1.45498 1.95182 0.1 0.2 0.0 0.32
H -0.57354 0.92148 2.26944 0.2 0.5 0.0 0.36
H 0.35068 1.86349 3.43504 0.0 0.1 -0.2 0.67
C -1.34219 4.46766 -0.72893 0.2 0.3 0.0 0.49
C -2.86943 4.36271 -0.56532 -0.4 0.1 -0.1 -1.40
H -3.34826 5.07968 -1.24387 0.2 0.0 0.2 0.48
H -3.19094 4.58871 0.45677 0.1 0.0 -0.2 0.29
H -3.26123 3.37503 -0.82748 0.0 0.6 0.2 0.29
C -1.87888 -2.40480 -2.94854 -0.4 -0.1 -0.5 0.69
C -3.03184 -3.06293 -2.19658 -0.2 -0.1 0.1 -1.60
H -3.87783 -3.19434 -2.86647 0.0 0.0 -0.1 0.50
H -3.38583 -2.46235 -1.36160 0.0 0.1 0.1 0.36
H -2.78448 -4.05017 -1.81202 0.1 -0.1 -0.1 0.26
C 0.01214 -3.19328 -0.68191 -0.6 -0.3 -1.0 0.34
C -0.92901 -3.32345 0.52516 0.0 -0.1 0.4 -1.28
H -0.44504 -3.91631 1.31974 -0.3 0.1 -0.3 0.30
H -1.86690 -3.83013 0.23363 0.4 0.3 0.2 0.43
H -1.24480 -2.35187 0.98711 0.0 -0.4 -0.3 0.37
C -1.51047 1.63564 -0.81983 0.3 0.4 -1.4 -0.24
C -0.79152 5.80853 -0.22029 0.2 0.5 -0.1 -1.43
H 0.18258 5.72268 0.28667 -0.3 0.1 -0.1 0.39
H -0.64004 6.48265 -1.07736 -0.1 -0.1 0.4 0.35
H -1.49468 6.30396 0.46847 0.3 -0.3 -0.2 0.39
C -1.40829 -3.22520 -4.14768 -0.1 -0.1 0.1 -1.46
H -2.27476 -3.50711 -4.74479 0.0 0.0 0.0 0.47
H -0.74509 -2.65898 -4.79300 0.0 0.0 -0.1 0.42
H -0.89925 -4.13933 -3.84762 0.0 0.0 -0.1 0.23
C 0.19195 -4.52765 -1.42484 0.5 -0.6 0.5 -1.77
H 0.64219 -5.26868 -0.73968 -0.2 0.1 -0.3 0.48
H -0.76968 -4.94481 -1.77192 0.4 0.3 0.2 0.30
H 0.87173 -4.43087 -2.28581 -0.3 0.0 0.3 0.39
C -1.62917 3.49443 2.45241 -0.7 0.2 0.5 -1.68
H -2.49545 2.87091 2.20694 0.2 0.0 -0.1 0.38
H -1.50527 3.44160 3.54249 0.1 -0.1 -0.2 0.47
H -1.90134 4.53539 2.24415 0.2 -0.2 -0.1 0.30
H 0.40062 3.81771 1.94201 0.2 0.1 -0.1 0.62
H 1.01848 -2.89482 -0.31398 0.1 -0.1 -0.2 0.33
H -1.12535 4.40711 -1.80860 0.0 -0.2 0.2 0.52
H -2.25917 -1.45016 -3.32687 -0.1 0.0 -0.1 0.32
O -1.46843 0.51665 -0.00030 0.7 0.5 0.2 -0.79
H -1.33256 1.52564 -1.93239 2.8 -1.0 0.4 -0.02
H -2.38855 2.07769 -1.44645 -0.7 -0.5 3.3 0.12
C 1.10640 -1.45952 4.72745 -0.1 0.3 0.3 -1.04
C 1.22436 -2.43922 3.58237 0.5 0.1 0.0 -0.46
O 1.58705 -1.75049 2.32225 0.5 -0.3 0.7 -0.09
C 3.00787 -1.71489 1.93646 0.1 -0.3 0.8 -0.06
C 3.98719 -1.65601 3.10328 0.3 0.3 -0.1 -1.46
H 0.38015 -0.65412 4.51127 0.3 -0.4 0.0 0.20
H 2.07297 -1.00917 5.00173 -0.4 -0.2 -0.2 0.29
H 0.74490 -1.99159 5.61896 0.0 0.1 -0.3 0.44
H 0.28095 -2.92463 3.35984 -0.1 -0.1 0.0 0.35
H 1.99682 -3.19188 3.78724 -0.4 0.1 -0.2 0.43
H 3.20103 -2.59261 1.32231 0.0 -0.1 -0.1 0.35
H 3.12728 -0.81552 1.31357 0.1 0.0 0.0 0.33
H 3.99700 -2.56676 3.71315 -0.1 0.2 -0.2 0.39
H 4.99344 -1.55285 2.67771 -0.2 -0.1 0.1 0.44
H 3.82633 -0.78519 3.74869 0.0 -0.2 -0.2 0.32
```
Forces are in eV/Å.

Summary:
- <S²> = 2.03
- LUMO level (spin up / spin down) (eV) = -6.23 / -5.39
- E_tot (eV) = -60770.426
- charge = +2
- multiplicity = 3

***

(2)
Computed, not measured: a 3-piece molecular cluster, C21H48NO9P2S overall in a non-equilibrium geometry, with ωB97M-V/def2-TZVPD.

The geometry in XYZ format:
```
82
Properties=species:S:1:pos:R:3:forces:R:3:mulliken_charge:R:1
C 5.65625 -2.53937 0.83323 -0.2 -0.2 0.2 0.58
C 5.40350 -2.17963 -0.28031 0.2 0.0 -0.6 -0.94
S 4.76171 -1.56553 -1.71848 -0.7 0.4 0.8 0.69
N 6.08716 -1.08348 -2.65893 0.0 -0.4 0.2 -0.66
C 3.97840 -2.96027 -2.56442 -0.1 -0.1 -1.0 -0.85
C 2.56395 -2.51558 -3.02933 0.3 -0.3 -0.5 0.10
C 1.44798 -3.47792 -2.61232 0.6 -0.2 0.7 -1.05
C 0.86178 -3.24010 -1.21018 -1.2 0.1 -0.4 -0.86
C 0.66390 -1.77736 -0.82120 0.4 0.0 0.1 -0.38
O 0.18395 -0.99651 -1.90099 0.4 -0.1 0.2 -0.28
C 0.41382 0.38880 -1.70103 0.3 1.1 -0.6 0.07
C 1.29398 0.97176 -2.82849 0.1 -0.6 0.1 -1.33
H 5.80802 -2.91088 1.82513 0.2 0.1 -0.1 0.42
H 5.72274 -0.80198 -3.57027 0.0 -0.1 0.0 0.32
H 6.44303 -0.23557 -2.21479 0.1 0.0 0.0 0.35
H 4.59241 -3.16542 -3.44739 0.2 0.1 0.2 0.40
H 3.98959 -3.87732 -1.97520 0.1 0.3 0.4 0.52
H 2.39627 -1.47962 -2.73771 -0.3 -0.1 0.1 -0.37
H 2.59085 -2.51192 -4.12233 0.0 0.1 0.1 0.42
H 1.88229 -4.48581 -2.60565 -0.1 0.0 -0.2 0.46
H 0.67179 -3.50393 -3.37465 -0.1 0.3 0.1 0.45
H 1.40655 -3.75584 -0.41450 0.2 0.2 -0.1 0.41
H -0.13315 -3.70041 -1.21225 0.1 -0.1 0.0 0.32
H 1.63859 -1.37688 -0.48994 -0.1 0.1 0.1 0.24
H -0.04154 -1.69166 0.01548 0.2 -0.1 0.1 0.48
H 0.91457 0.59586 -0.75035 -0.2 -0.3 0.1 0.02
H -0.51981 0.95796 -1.69635 -0.2 -0.4 0.1 0.42
H 1.27177 0.27221 -3.66853 -0.1 0.2 -0.1 0.36
H 0.94428 1.94526 -3.16682 0.1 0.0 0.1 0.41
H 2.33946 1.05220 -2.51045 -0.1 0.1 0.0 0.21
O 2.50878 4.79588 1.55221 -2.2 2.3 0.2 -0.76
P 2.26927 4.68879 3.01285 4.0 -4.9 1.8 1.12
O 3.70218 4.95464 3.71816 -0.8 0.4 -0.1 -0.31
C 4.26250 6.27458 3.69614 0.1 0.3 0.1 -0.32
C 3.59651 7.19211 4.70509 -0.2 0.0 -0.1 -0.98
O 2.18467 3.04969 3.18589 -0.5 0.4 0.0 -0.37
C 1.90013 2.21935 2.07033 0.2 -0.1 -0.1 -0.50
C 3.17830 1.64254 1.49427 0.2 -0.2 0.0 -0.91
O 1.40717 4.91081 4.36750 -0.8 1.8 -1.9 -0.30
C -0.03140 4.70793 4.33980 -0.3 -0.1 0.3 -0.36
C -0.40732 3.28110 4.69659 0.0 -0.2 -0.3 -0.85
H 4.19956 6.69026 2.68660 0.0 -0.1 0.0 0.30
H 5.31757 6.16365 3.94308 0.0 -0.2 0.0 0.31
H 2.56277 7.40094 4.42218 0.0 0.1 0.0 0.25
H 4.12858 8.14176 4.76745 0.0 0.0 0.0 0.41
H 3.57660 6.72993 5.69140 0.1 0.0 0.0 0.25
H 1.33448 2.75925 1.31033 0.1 0.1 0.0 0.42
H 1.25972 1.40661 2.42574 0.0 0.0 0.1 0.42
H 3.91994 2.41626 1.29816 -0.2 0.1 -0.1 0.35
H 2.97397 1.10531 0.56219 0.0 0.0 0.0 0.08
H 3.62912 0.94456 2.20337 0.0 0.0 0.0 0.31
H -0.43759 4.99159 3.36689 0.0 0.0 0.0 0.33
H -0.44785 5.38891 5.07992 0.2 0.1 0.0 0.34
H -0.35078 2.62725 3.82745 0.1 0.0 0.0 0.10
H -1.43418 3.23871 5.06108 0.0 0.1 0.1 0.40
H 0.26101 2.87769 5.45545 0.0 0.1 0.1 0.28
O -4.72739 -3.00742 -3.09512 -0.5 -3.0 1.0 -0.75
P -5.20702 -2.67050 -1.73203 0.4 6.7 0.1 1.14
O -6.51162 -1.73461 -1.93652 0.2 -0.9 0.3 -0.31
C -7.71966 -2.31299 -2.44693 -0.4 -0.1 0.0 -0.32
C -8.45975 -3.11092 -1.38875 0.2 -0.1 0.0 -0.98
O -4.11318 -1.52155 -1.29548 0.0 -0.7 0.2 -0.42
C -2.85045 -1.42582 -1.95130 0.0 0.2 -0.2 0.40
C -2.87636 -0.34562 -3.01317 0.0 0.2 0.0 -1.38
O -5.52359 -3.00391 -0.17106 0.1 -2.3 -1.4 -0.31
C -4.57633 -3.79560 0.58669 0.1 0.0 0.4 -0.43
C -3.55009 -2.92499 1.29110 0.3 0.0 -0.2 -0.49
H -7.49737 -2.93174 -3.32071 0.1 0.0 0.0 0.29
H -8.34038 -1.48213 -2.77942 0.1 0.1 0.0 0.32
H -7.90113 -4.00768 -1.11222 -0.1 0.0 0.0 0.25
H -9.43724 -3.42185 -1.75862 0.0 0.0 0.0 0.41
H -8.59343 -2.51919 -0.48376 0.0 0.1 0.0 0.25
H -2.55224 -2.38746 -2.37122 -0.1 0.0 -0.1 0.30
H -2.11141 -1.16867 -1.19147 -0.1 0.0 0.1 -0.02
H -3.72247 -0.46695 -3.68800 0.0 -0.2 0.0 0.42
H -1.95440 -0.35786 -3.59732 0.0 0.0 0.0 0.20
H -2.97823 0.63744 -2.54823 0.0 0.0 0.0 0.32
H -4.09196 -4.53219 -0.05831 0.0 0.0 0.0 0.33
H -5.15901 -4.34125 1.32731 -0.1 0.0 -0.1 0.34
H -2.72623 -2.66751 0.62552 -0.1 0.1 0.0 -0.22
H -3.12032 -3.45619 2.14193 -0.1 0.0 0.0 0.42
H -3.99654 -1.99400 1.63594 -0.1 -0.1 0.1 0.28
```
Forces are in eV/Å.

Summary:
- LUMO level (eV) = -3.96
- E_tot (eV) = -71877.897
- charge = +1
- multiplicity = 1

***

(3)
Computed, not measured: C21H49AuNSi6Te as an isolated structure, with ωB97M-V/def2-TZVPD.

The geometry in XYZ format:
```
79
Properties=species:S:1:pos:R:3:forces:R:3:mulliken_charge:R:1
Au 0.74935 -0.52846 -0.29688 0.2 -0.3 0.3 0.16
C 4.59484 2.48727 1.09216 -0.3 0.0 0.1 -1.22
Si 3.41087 1.13174 0.45221 0.2 -0.4 -0.2 0.38
C 4.08199 -0.46298 1.21885 -0.1 0.2 -0.1 -1.07
C 3.66049 1.13446 -1.42513 0.0 0.0 0.2 -0.70
C 1.57699 1.26441 0.76186 0.2 0.1 -0.2 1.38
C 0.96452 2.33590 -0.08155 0.0 0.1 0.0 -0.80
C 1.33300 3.69170 -0.06348 0.0 0.0 0.0 -0.29
C 0.70112 4.58662 -0.90661 0.0 0.0 0.0 -0.75
C -0.31061 4.14034 -1.75035 0.0 0.0 0.0 -0.45
C -0.62962 2.79331 -1.70206 0.1 0.2 0.1 -0.57
N -0.00905 1.93064 -0.90607 -0.4 0.2 -0.2 -0.26
Si 1.00936 1.48749 2.51936 -0.4 -0.3 0.3 0.18
C 1.28374 -0.05626 3.57673 0.0 0.1 -0.2 -1.09
C 1.83641 2.91032 3.48798 0.1 -0.1 -0.3 -1.12
C -0.84348 1.89374 2.54210 0.2 -0.1 -0.1 -1.12
H 5.62208 2.24360 0.80972 0.0 -0.1 -0.1 0.40
H 4.56206 2.57053 2.18085 0.0 0.0 0.0 0.34
H 4.36065 3.47032 0.67557 0.0 0.0 0.0 0.31
H 5.06036 -0.71458 0.80061 0.0 0.0 0.0 0.37
H 3.40027 -1.29494 1.03568 0.0 0.0 0.0 0.24
H 4.19873 -0.35672 2.30089 0.0 0.0 0.0 0.31
H 4.71460 1.05471 -1.70443 0.0 0.0 0.0 0.49
H 3.26853 2.05986 -1.85691 0.0 0.0 0.0 0.37
H 3.11174 0.30585 -1.87666 0.0 0.0 0.0 -0.20
H 2.11855 4.02866 0.60100 0.0 0.0 0.0 0.30
H 1.00277 5.62792 -0.90590 0.0 0.0 0.0 0.40
H -0.82796 4.81349 -2.42088 0.0 0.0 0.0 0.40
H -1.41236 2.37525 -2.32840 0.0 0.0 0.0 0.42
H 2.34869 -0.24019 3.73840 0.0 0.0 0.0 0.30
H 0.85829 -0.93842 3.09460 0.0 0.0 0.0 0.27
H 0.81268 0.06150 4.55621 0.0 0.0 0.0 0.35
H 2.91456 2.75412 3.57115 0.0 0.0 0.0 0.30
H 1.43353 2.98137 4.50136 -0.1 -0.1 0.0 0.40
H 1.68025 3.87593 2.99999 0.0 0.0 0.0 0.30
H -1.41213 1.11430 2.02928 0.0 0.0 0.0 0.29
H -1.03979 2.83775 2.02636 0.0 0.0 0.0 0.31
H -1.22421 1.98193 3.56268 0.0 0.0 0.0 0.36
C -0.91732 -6.35802 -1.81143 0.1 0.3 -0.2 -1.11
Si 0.91495 -5.95389 -2.09742 -0.2 -0.6 0.4 0.43
C 1.74658 -6.03464 -0.39292 0.0 0.2 -0.1 -1.08
C 1.57382 -7.43471 -3.09791 0.1 0.3 -0.1 -1.14
Si 1.19771 -3.79231 -2.98470 0.1 -0.2 -0.2 -0.19
Te -0.43527 -2.46873 -1.67043 0.2 0.5 0.3 -0.36
Si 3.51656 -3.42254 -3.08651 0.8 0.0 0.0 0.41
C 4.09772 -1.89609 -4.04983 -0.4 0.0 0.0 -1.12
C 4.39632 -3.35473 -1.41302 -0.3 0.0 0.0 -0.54
C 4.26178 -4.90395 -4.02214 -0.2 0.0 0.1 -0.94
Si 0.42642 -3.69576 -5.20701 -0.3 0.2 -0.6 0.38
C 1.13117 -5.01563 -6.38400 0.1 0.0 0.3 -1.08
C 0.85347 -2.00917 -5.96650 0.1 -0.1 0.2 -1.09
C -1.46053 -3.86332 -5.30264 0.1 0.0 0.3 -1.08
H -1.04169 -7.33869 -1.34589 0.1 0.0 0.0 0.38
H -1.47151 -6.35993 -2.75443 0.0 0.0 0.0 0.28
H -1.37616 -5.60892 -1.16349 0.0 0.0 0.0 0.28
H 1.41898 -6.90370 0.18275 -0.1 0.0 -0.1 0.36
H 1.50559 -5.13909 0.18573 0.0 0.0 0.0 0.29
H 2.83451 -6.08593 -0.48367 0.0 0.0 0.0 0.26
H 1.28403 -8.38422 -2.64188 -0.1 0.1 0.1 0.40
H 2.66238 -7.42219 -3.16650 0.0 0.0 0.0 0.34
H 1.18318 -7.42167 -4.11856 0.0 0.0 0.0 0.26
H 3.59179 -0.99131 -3.71100 0.0 0.0 0.0 0.28
H 3.89808 -2.00264 -5.11805 0.0 0.0 0.0 0.38
H 5.17220 -1.74050 -3.92755 0.0 -0.1 0.1 0.38
H 3.99143 -2.54884 -0.79810 0.0 0.0 0.0 -0.27
H 5.46776 -3.17678 -1.53337 0.0 0.0 -0.1 0.39
H 4.27274 -4.28586 -0.85610 0.0 0.0 0.0 0.31
H 3.82723 -4.99114 -5.01884 0.0 0.0 0.0 0.16
H 4.05555 -5.83766 -3.49775 0.0 0.0 0.0 0.15
H 5.34516 -4.82145 -4.13893 0.0 0.1 0.1 0.39
H 2.20554 -4.88130 -6.52077 0.0 0.0 0.0 0.30
H 0.66854 -4.97267 -7.37287 -0.1 0.1 0.0 0.40
H 0.97613 -6.02159 -5.98631 0.0 0.0 0.0 0.21
H 1.91968 -1.93648 -6.18962 0.0 0.0 0.0 0.30
H 0.61034 -1.20859 -5.26289 0.0 0.0 0.0 0.28
H 0.30597 -1.81971 -6.89294 -0.1 -0.1 0.0 0.38
H -1.79154 -4.81901 -4.88708 0.0 0.0 0.0 0.28
H -1.82710 -3.79713 -6.32972 0.1 0.0 -0.1 0.37
H -1.93331 -3.07130 -4.71774 0.0 0.0 0.0 0.29
```
Forces are in eV/Å.

Summary:
- LUMO level (eV) = 2.71
- E_tot (eV) = -82321.719
- energy above the lowest of the compared OMol25 structures with the same formula, charge and spin (eV) = 0.477
- charge = -1
- multiplicity = 1